Entry from the OMol25 dataset: a cluster of 2 separate species, CH3Cl2OP in total at a distorted geometry (the ωB97M-V functional and the def2-TZVPD basis).

XYZ file:
```
8
Properties=species:S:1:pos:R:3:forces:R:3
O 1.266 0.624 0.759 0.19 -2.46 -1.66
C 1.737 1.481 1.364 -0.55 3.01 1.17
Cl 0.641 2.357 2.478 0.19 0.27 0.56
H 2.659 2.084 1.294 0.16 -0.82 -0.08
P -1.524 -1.351 -1.922 0.49 4.22 -1.99
Cl -3.184 -2.156 -1.314 -2.01 -0.92 1.31
H -0.734 -2.356 -1.807 2.20 -3.11 0.31
H -0.860 -0.685 -0.853 -0.67 -0.19 0.39
```
Forces are in eV/Å.

## Properties
E_HOMO = -9.20 eV
structure (SMILES) = O=CCl.PCl
energy = -37465.7934 eV

natural (NBO) atomic charge list, values in e, 5 entries:
1. O -0.46
2. C 0.42
3. Cl -0.13
4. H 0.17
5. P 0.34

Entry from the OMol25 dataset: a structure of composition C16H20BN4O5OsS2 at a distorted geometry (the ωB97M-V functional and the def2-TZVPD basis).

XYZ file:
```
49
Properties=species:S:1:pos:R:3:forces:R:3
Os 0.342 -0.873 0.540 0.33 -0.40 -0.75
O 2.529 -1.983 3.645 0.65 -0.78 0.58
C 2.108 -1.179 2.902 -1.16 0.91 -0.24
O 0.831 -1.330 2.350 1.12 0.24 0.52
C 2.780 0.175 2.590 -0.34 -0.56 -0.24
C 1.752 1.270 2.426 -0.57 0.17 1.28
C 2.354 2.662 2.416 0.17 0.44 -1.34
C 2.991 2.723 0.988 -0.72 -0.43 -0.01
C 2.668 1.314 0.506 0.40 0.54 -2.03
O 1.338 1.115 1.038 -0.14 0.39 0.24
C 3.449 0.228 1.187 -0.47 -1.23 -0.18
C 3.343 -1.097 0.406 -0.72 0.02 0.50
O 4.252 -1.855 0.328 0.24 -0.22 -0.30
O 2.115 -1.371 -0.153 0.69 0.41 0.41
H 3.484 0.426 3.376 0.07 -0.30 0.12
H 0.903 1.161 3.096 -0.18 0.03 -0.17
H 3.079 2.938 3.164 0.02 -0.34 0.55
H 1.536 3.357 2.422 -0.30 0.46 0.35
H 4.037 2.968 0.964 0.51 -0.10 0.09
H 2.475 3.426 0.333 0.01 0.06 0.19
H 2.629 1.182 -0.592 -0.02 0.21 0.57
H 4.486 0.396 1.307 1.06 0.42 -0.13
C -2.656 -2.753 2.167 -0.68 0.43 -0.40
N -3.200 -1.996 1.037 0.07 -0.81 -0.26
C -4.138 -2.550 0.190 -0.78 0.06 -0.61
C -4.388 -1.607 -0.801 0.60 -1.08 1.76
N -3.602 -0.518 -0.496 0.13 -0.05 -0.99
B -3.457 0.725 -1.448 0.05 -0.63 0.00
N -2.127 0.643 -2.311 1.09 -0.19 -0.37
C -1.980 1.587 -3.302 0.33 0.33 0.21
C -0.768 1.434 -3.878 0.24 -0.08 -0.74
N -0.185 0.335 -3.315 -0.37 0.35 0.86
C 1.027 -0.283 -3.832 0.00 -0.06 0.01
C -0.991 -0.085 -2.311 -0.67 -0.20 -0.53
S -0.598 -1.552 -1.448 -0.36 -0.35 -0.26
C -2.859 -0.792 0.586 -0.20 0.62 -0.65
S -1.569 0.281 1.109 -0.74 0.00 0.61
H -2.535 -3.768 1.830 -0.03 -0.41 0.07
H -3.414 -2.679 2.947 0.50 -0.17 0.35
H -1.686 -2.371 2.429 0.19 0.30 0.43
H -4.573 -3.555 0.413 0.52 1.24 -0.41
H -5.033 -1.675 -1.663 0.06 0.26 0.15
H -4.338 0.722 -2.256 -0.19 -0.10 0.10
H -3.378 1.707 -0.824 -0.05 0.64 0.48
H -2.694 2.359 -3.499 -0.34 0.00 0.14
H -0.249 1.983 -4.656 -0.36 -0.10 0.13
H 1.484 0.525 -4.412 0.34 -0.56 0.05
H 0.750 -1.133 -4.478 0.26 0.38 0.22
H 1.674 -0.636 -3.014 -0.22 0.23 -0.36
```
Forces are in eV/Å.

## Properties
multiplicity = 5
expectation value of S² = 6.020
E_HOMO (spin up / spin down) = -11.97 / -12.28 eV
charge = +1
energy = -57923.2327 eV

natural (NBO) atomic charge list, values in e, 5 entries:
1. Os 1.45
2. O -0.48
3. C 0.79
4. O -0.77
5. C -0.36

Entry from the OMol25 dataset: the molecule C6H14N5O2P at a distorted geometry (the ωB97M-V functional and the def2-TZVPD basis).

XYZ file:
```
28
Properties=species:S:1:pos:R:3:forces:R:3
C 0.636 1.241 3.272 1.50 0.25 -3.29
C -0.001 0.054 2.528 -1.40 1.36 -0.03
O -0.274 0.564 1.214 -0.06 -0.16 -2.93
P -0.715 -0.337 -0.073 -3.17 0.40 0.83
O -1.616 -1.507 0.316 2.18 2.06 -0.82
N -1.414 0.815 -1.085 -0.66 -0.76 -0.68
C -0.621 1.985 -1.468 -1.96 -1.32 -2.46
C -2.554 0.457 -2.086 2.69 -2.64 1.72
N 0.726 -0.891 -0.835 -0.84 -0.10 1.11
N 1.194 -0.437 -1.992 1.96 0.41 -2.13
C 2.333 -1.127 -2.158 -1.68 -0.18 0.65
N 2.538 -2.049 -1.184 -0.14 -0.41 1.83
C 1.534 -1.848 -0.328 0.62 0.70 -0.41
N 1.253 -2.215 0.987 0.45 -0.36 -1.46
H 1.672 1.510 2.755 -1.82 -0.96 1.44
H 0.063 2.123 2.984 -0.34 -0.05 0.45
H 0.684 1.122 4.316 0.28 -0.13 1.21
H -0.994 -0.261 2.859 0.18 0.21 0.80
H 0.551 -0.811 2.351 1.44 -0.94 0.79
H -0.051 2.295 -0.673 2.50 0.26 1.26
H -0.328 1.884 -2.532 1.42 -0.33 0.93
H -1.227 2.824 -1.612 -1.94 1.37 0.29
H -3.381 1.100 -2.039 -1.00 1.01 0.69
H -2.233 0.438 -3.135 0.51 -0.01 0.32
H -2.799 -0.597 -1.761 -0.29 1.20 -0.65
H 3.052 -1.086 -2.972 -0.62 0.45 -0.02
H 1.738 -3.049 1.255 -0.14 -0.44 0.31
H 0.233 -2.200 1.096 0.34 -0.89 0.26
```
Forces are in eV/Å.

## Properties
E_HOMO = -8.93 eV
structure (SMILES) = CCO[P@@](=O)(N(C)C)n1ncnc1N
energy = -27283.8851 eV

natural (NBO) atomic charge list, values in e, 5 entries:
1. C -0.63
2. C -0.06
3. O -0.83
4. P 2.41
5. O -1.09

Entry from the OMol25 dataset: the ion C2H8N3 with charge +1 at a distorted geometry (the ωB97M-V functional and the def2-TZVPD basis).

XYZ file:
```
13
Properties=species:S:1:pos:R:3:forces:R:3
H 0.562 -1.415 -2.648 -0.67 -0.44 0.15
N 1.072 -0.789 -2.026 -1.96 0.84 6.09
N 0.326 -0.808 -0.630 2.63 -1.33 -7.82
N -0.737 -1.527 -0.487 -0.61 -0.20 0.62
C 0.833 0.055 0.365 0.23 1.29 1.23
C -0.070 1.295 0.494 0.09 -0.12 -0.08
H -1.228 -1.525 0.404 0.17 0.07 -0.09
H -1.100 -2.085 -1.252 0.23 0.18 0.09
H 0.865 -0.476 1.323 0.10 -0.12 -0.20
H 1.839 0.354 0.066 -0.16 -0.27 -0.03
H -0.125 1.818 -0.456 -0.02 0.05 -0.07
H -1.073 1.029 0.820 -0.06 0.01 0.03
H 0.367 1.962 1.231 0.03 0.03 0.09
```
Forces are in eV/Å.

## Properties
E_HOMO (spin up / spin down) = -16.32 / -15.06 eV
charge = +1
structure (SMILES) = [H]/N=[N+](\N)CC
energy = -6663.0748 eV

natural (NBO) atomic charge list, values in e, 5 entries:
1. H 0.32
2. N -0.22
3. N 0.13
4. N -0.46
5. C -0.28

Going through the records in order, we get ΔE to the lowest compared entry with this formula, charge and spin values of 75.1, 0.0, 1.9, 128.1 kcal per mole.